[1]
{
  "formula": "C3H2IrO4",
  "method": "ωB97M-V/def2-TZVPD",
  "multiplicity": 6,
  "gap_ha": [0.2466, 0.2228],
  "charge": 2,
  "s_squared": 8.76,
  "e_above_lowest_kcal_mol": 0.0,
  "elements": ["H", "C", "C", "O", "C", "O", "O", "O", "Ir", "H"],
  "coordinates": [[-1.05157, -1.36432, 0.99007], [-2.43346, -0.91773, -0.71122], [-1.27205, -0.60029, 0.21602], [-0.78684, 0.52208, 0.22717], [1.96808, 1.01151, -0.06353], [1.83983, -0.13886, -0.15256], [2.60668, 1.95576, 0.23575], [-3.57770, -0.92293, -0.38241], [4.53731, 2.20454, 0.90994], [-1.83029, -1.74976, -1.26924]],
  "forces_ev_per_angstrom": [[-0.055, -0.363, -0.554], [-2.492, -3.852, 0.444], [2.621, 6.358, 2.988], [-1.637, -4.025, -0.475], [2.600, -2.973, 0.897], [-1.539, 1.157, -0.684], [-3.224, 1.467, -1.140], [2.489, 0.820, -1.353], [2.689, 0.506, 0.924], [-1.452, 0.905, -1.047]],
  "lowdin_charge": [0.2105, -0.0015, -0.0311, 0.2157, -0.3475, 0.2575, -0.1247, 0.3666, 1.2056, 0.2491]
}

[2]
{
  "formula": "C3H2KO3",
  "method": "ωB97M-V/def2-TZVPD",
  "gap_ha": 0.3398,
  "charge": 1,
  "e_above_lowest_kcal_mol": 0.0,
  "elements": ["H", "C", "C", "O", "C", "O", "O", "K", "H"],
  "coordinates": [[-0.37212, 1.93712, 1.08660], [0.84445, 0.89081, 0.96191], [0.06901, 1.54110, -0.05342], [-0.67281, 0.51342, -0.70655], [-0.22382, -0.63680, -0.27990], [0.62140, -0.41440, 0.79385], [-0.57888, -1.73387, -0.61092], [-0.26337, -4.31696, -0.44593], [0.57613, 2.21957, -0.74563]],
  "forces_ev_per_angstrom": [[-0.241, -0.018, -2.608], [2.055, 0.051, -0.046], [-0.076, -0.400, 2.319], [-0.148, 0.516, -1.070], [-0.852, -0.409, 0.986], [-0.327, -0.354, 0.097], [0.358, 0.066, -0.256], [-0.037, 0.067, -0.015], [-0.731, 0.481, 0.594]],
  "lowdin_charge": [0.2342, 0.0010, -0.1067, 0.1248, -0.5392, 0.0848, 0.0251, 1.0134, 0.1626]
}

[3]
{
  "formula": "C3H2LaO3",
  "method": "ωB97M-V/def2-TZVPD",
  "multiplicity": 2,
  "gap_ha": [0.2510, 0.2054],
  "charge": 4,
  "s_squared": 0.76,
  "e_above_lowest_kcal_mol": 5.7,
  "elements": ["C", "C", "O", "C", "O", "O", "H", "La", "H"],
  "coordinates": [[-0.48319, -1.93718, -0.00938], [-0.68103, -0.95725, 0.79040], [-0.06952, -0.01859, 1.34004], [0.58901, 0.97500, 0.55800], [-0.11372, 1.70923, -0.08131], [1.72363, 0.55857, 0.15584], [-1.30419, -2.49663, -0.47397], [-0.27348, 3.87282, -1.76220], [0.61249, -1.70597, -0.51740]],
  "forces_ev_per_angstrom": [[0.575, -2.850, -4.332], [4.238, 6.753, 5.292], [-5.366, -5.243, 1.093], [9.667, -2.119, -6.284], [-3.972, 4.999, -1.411], [-4.069, 1.260, 3.649], [0.338, -0.888, -0.035], [0.251, -0.875, 1.078], [-1.663, -1.037, 0.950]],
  "lowdin_charge": [0.4437, 0.2612, 0.3574, -0.5699, -0.0657, 0.2187, 0.1942, 2.8712, 0.2893]
}